119
Properties=species:S:1:pos:R:3:forces:R:3 method="wB97M-V/def2-TZVPD" homo_lumo_gap_ev="4.99 / 4.99" max_force_ev_per_a=2.69 spin_multiplicity=5 total_charge=-2
Fe -0.82458 -1.34588 1.78200 -0.08 0.27 0.07
O -2.28407 -0.33036 2.30540 -0.32 -0.07 -0.99
C -2.06822 0.86680 3.00483 0.89 2.44 -0.71
C -3.22666 1.41480 3.87964 -1.19 -2.19 -0.57
O -2.98187 2.21591 4.95178 -0.04 -0.69 -1.93
H -1.79512 1.80017 2.35452 -0.13 -1.61 0.38
H -1.21096 0.69377 3.58615 1.44 0.08 1.49
H -3.68814 0.32977 4.11023 -0.06 1.60 0.20
H -3.86899 1.76241 2.92451 -0.02 0.22 1.84
Cl 0.73109 -0.78906 -0.00395 -0.29 -0.32 0.46
I -0.61204 -3.58914 3.23592 0.12 0.23 -0.29
C 5.73686 -0.40089 -1.74681 -0.34 -0.12 0.90
C 4.44240 -0.93445 -1.06338 0.58 1.71 -1.17
C 4.42233 -2.37955 -0.89879 0.21 -1.56 0.65
O 4.24787 -0.27981 0.16152 0.79 0.65 0.75
H 6.66136 -0.71776 -1.23486 -0.41 -0.05 0.05
H 5.72315 0.69517 -1.71734 -0.03 -0.21 -0.30
H 5.78627 -0.79061 -2.76550 -0.07 0.24 -0.02
H 3.62120 -0.64693 -1.70670 -0.38 0.15 -0.43
H 4.48282 -2.87713 -1.86583 -0.03 -0.21 0.05
H 3.50310 -2.65176 -0.37720 -0.07 -0.27 -0.18
H 5.26027 -2.67735 -0.25573 -0.05 -0.17 -0.18
H 3.38391 -0.46692 0.53597 -0.56 -0.20 -0.12
C 2.48211 -0.35114 5.93976 0.08 1.98 0.24
C 2.90719 -0.35945 4.47384 -0.03 -0.90 -0.40
C 4.00468 -1.34429 4.17514 -0.20 -0.11 -1.29
O 1.84531 -0.74667 3.60520 -0.61 0.90 -0.12
H 3.35281 -0.34490 6.62840 -0.39 -0.39 -0.43
H 1.79278 -1.16608 6.14646 0.14 -0.20 0.12
H 1.96358 0.61490 6.17806 0.15 -0.86 -0.24
H 3.26775 0.58911 4.06155 -0.33 0.23 0.55
H 4.04974 -1.33478 3.07142 0.45 0.00 0.38
H 3.69915 -2.37139 4.40195 0.35 0.12 0.57
H 4.94213 -0.98586 4.56679 0.54 -0.41 0.34
H 1.35210 -1.47215 3.99131 -0.19 -0.37 0.15
C -1.70634 2.11188 -0.40095 -0.72 0.38 1.78
C -1.97434 1.40338 -1.66501 0.38 -1.60 -0.93
C -2.66803 2.35505 -2.60636 0.23 -0.20 -0.06
O -0.73793 0.92005 -2.24287 0.41 0.23 0.22
H -1.41260 1.43939 0.39256 0.37 -0.30 0.07
H -2.63896 2.54675 0.01176 0.39 0.03 -0.32
H -0.95020 2.89003 -0.48996 0.01 0.09 -0.22
H -2.55042 0.47588 -1.48556 -0.24 0.51 0.08
H -2.75980 2.07106 -3.66665 -0.05 -0.19 0.50
H -2.05437 3.23731 -2.52712 0.04 0.72 -0.41
H -3.62208 2.56906 -2.13039 -0.28 0.13 -0.39
H -0.18803 0.55482 -1.50192 -0.51 0.14 -0.60
C -5.39810 -3.60623 -0.21446 -0.70 1.77 -0.27
C -4.86455 -2.41465 0.56650 0.38 1.10 -0.54
C -4.96469 -1.02100 -0.07249 -0.45 0.08 -1.14
O -5.53100 -2.38067 1.81251 0.59 0.56 0.83
H -4.82086 -3.71074 -1.12580 0.26 -0.42 -0.07
H -6.44147 -3.39571 -0.52852 0.35 -0.31 0.33
H -5.34418 -4.42933 0.46666 -0.02 -0.84 -0.03
H -3.78560 -2.52745 0.67567 0.23 -0.48 0.48
H -5.98194 -0.75549 -0.37746 -0.31 -0.07 0.57
H -4.44856 -0.89797 -1.04248 0.40 -0.43 0.46
H -4.56176 -0.26892 0.61033 -0.05 -0.08 0.00
H -5.05956 -1.71242 2.37230 -0.50 -0.75 -0.54
C -0.72448 5.02752 5.01416 0.16 -0.64 -0.76
C -0.04629 3.66773 4.73775 0.48 1.28 -0.78
C 0.93113 3.53466 3.55934 -0.70 1.02 -0.08
O 0.62682 3.16673 5.88533 -0.28 -0.11 0.22
H -0.13192 5.75572 5.57135 0.01 -0.16 0.13
H -1.68489 4.77229 5.46851 0.21 0.27 0.44
H -1.00141 5.46067 4.04905 0.13 0.13 -0.04
H -0.88847 3.05590 4.52201 -0.86 -0.87 -0.10
H 0.48009 3.94374 2.63422 0.28 -0.14 0.33
H 1.12793 2.48157 3.39125 0.16 -0.22 -0.02
H 1.86073 4.06147 3.79135 0.02 -0.03 -0.14
H 0.31224 2.26627 5.82337 0.17 -0.64 0.79
C -4.23939 -1.94992 -4.03051 0.31 0.20 0.56
C -5.66350 -1.47972 -4.14781 0.04 -0.31 -1.15
C -5.80049 0.02700 -4.11640 0.03 0.68 0.61
O -6.09827 -1.92337 -5.47303 -0.34 0.12 0.70
H -3.82003 -1.49581 -3.12509 0.30 -0.47 -0.10
H -3.68931 -1.57151 -4.89607 0.12 -0.08 0.10
H -4.17597 -3.05935 -4.00444 0.06 0.64 0.16
H -6.27294 -1.95955 -3.36825 -0.08 0.21 -0.17
H -5.16401 0.52325 -4.89069 -0.55 -0.49 0.53
H -5.49142 0.42135 -3.11361 -0.18 -0.34 -0.78
H -6.86218 0.30877 -4.24993 0.54 -0.06 -0.12
H -5.64979 -2.76660 -5.58064 -0.18 -0.09 -0.28
C 0.56153 -0.06889 -5.40690 0.30 -0.96 0.23
C 1.68998 0.61247 -4.65370 0.29 1.42 0.02
C 2.84378 1.00099 -5.57106 -0.32 -0.36 -0.07
O 1.26581 1.86584 -4.10846 -1.78 -0.31 0.78
H 0.93136 -1.01366 -5.85847 -0.28 0.29 0.38
H 0.19442 0.52917 -6.23788 0.03 0.36 0.08
H -0.25932 -0.27928 -4.71011 0.07 -0.06 -0.26
H 2.06232 0.07592 -3.76918 -0.10 -0.73 -0.53
H 2.51004 1.73513 -6.30838 -0.08 0.10 0.19
H 3.21134 0.15414 -6.13160 0.21 -0.45 -0.11
H 3.65193 1.40755 -4.98436 0.30 0.26 0.12
H 0.47181 1.65717 -3.51405 1.25 0.44 -0.72
C -0.49417 -3.12806 -3.25222 -0.77 -0.25 -0.92
C 0.17482 -4.07161 -2.32345 -0.62 -2.13 0.14
C -0.71623 -4.60886 -1.20609 0.65 -0.39 0.16
O 0.66684 -5.21953 -3.04572 0.85 -0.15 -0.70
H -1.34745 -3.64200 -3.76215 0.39 0.55 0.50
H 0.14166 -2.73103 -4.02895 0.54 -0.27 -0.31
H -0.78772 -2.25189 -2.72185 -0.76 0.67 0.57
H 1.04864 -3.64829 -1.88319 0.67 0.52 0.33
H -0.14033 -5.39395 -0.64125 -0.75 0.52 -0.66
H -1.68898 -4.97419 -1.58884 0.48 0.00 0.18
H -0.88655 -3.83447 -0.48664 -0.40 0.55 0.49
H 0.05402 -5.96190 -3.08745 -0.26 0.49 0.31
C 4.89942 3.28050 3.39657 0.72 -0.67 0.16
C 4.76075 2.59563 2.05870 -1.81 -0.83 0.16
C 5.30499 3.27444 0.85985 0.80 1.20 -1.24
O 5.35955 1.29457 2.14794 -0.28 -0.17 0.03
H 4.90632 2.43466 4.11248 0.01 0.88 0.06
H 4.10224 3.97425 3.58511 -0.69 0.01 0.11
H 5.78127 3.89896 3.46217 0.79 -0.16 0.19
H 3.65279 2.52391 1.96310 0.47 -0.48 -0.28
H 5.38695 4.35725 0.89467 -0.02 0.39 0.69
H 4.71663 3.18060 -0.06001 0.15 -0.82 0.14
H 6.32984 2.90792 0.74180 -0.12 0.01 -0.38
H 5.06960 0.71517 1.40184 0.09 0.65 0.43